Entry 1:
Density functional theory data (the ωB97M-V functional and the def2-TZVPD basis) for 3 unconnected molecules or ions with the total composition C28H61BINO14P3Si in a non-equilibrium geometry.

Electronic energy, eV: -104696.4379
Highest occupied orbital energy, eV: -11.4

ORCA input file:
```
! RIJCOSX wB97M-V def2-TZVPD def2/J DEFGRID3
* xyz 1 1
C -0.7449 0.0771 -7.7585
C -1.6304 -1.2294 -7.6679
O -0.8914 -2.3972 -7.2829
C -1.0567 -2.7233 -5.9104
C -2.2366 -3.7553 -5.6405
O -1.8544 -4.8831 -4.8471
C -1.9885 -4.6639 -3.4397
C -0.7328 -4.0004 -2.7920
N -0.6964 -2.6239 -2.6525
C 0.3688 -1.9554 -2.0632
P 0.2523 -0.0689 -1.8865
O -0.4751 0.1828 -0.3858
I -1.2287 0.7693 -3.6814
C 1.5419 -2.6483 -1.5862
B 2.8463 -1.9420 -0.9338
O 3.5103 -0.9713 -1.6968
O 3.3736 -2.2707 0.3124
C 2.5651 -1.7866 1.4089
C 1.5507 -4.1171 -1.7084
C 0.3894 -4.7787 -2.3203
C 0.4531 -6.3529 -2.3808
C 0.0988 -6.8531 -0.8934
O -0.8072 -5.8902 -0.3476
Si -0.6411 -5.6839 1.3453
C 1.0614 -5.0646 1.9115
C -1.8873 -4.3024 1.8223
C -1.1224 -7.1997 2.3770
H 0.3497 -0.1385 -7.8399
H -1.0407 0.7006 -8.6472
H -0.8884 0.7488 -6.8650
H -2.0483 -1.4046 -8.6971
H -2.4875 -1.0323 -6.9662
H -1.2869 -1.8001 -5.3043
H -0.1115 -3.2283 -5.5603
H -2.5408 -4.1582 -6.6475
H -3.1251 -3.1915 -5.2512
H -2.8872 -4.0136 -3.2597
H -2.2271 -5.6638 -2.9938
H -1.5364 -2.1300 -2.9757
H -1.3553 -0.2495 -0.3514
H 2.9107 -0.2340 -1.9127
H 1.5187 -1.5817 1.0504
H 2.9960 -0.8658 1.8932
H 2.5690 -2.5758 2.2086
H 2.4340 -4.6696 -1.3169
H -0.2534 -6.7688 -3.1388
H 1.5136 -6.6201 -2.6388
H -0.3435 -7.8788 -0.9672
H 1.0800 -6.9182 -0.3499
H 1.0881 -3.9453 1.8028
H 1.1126 -5.2512 3.0229
H 1.9394 -5.5174 1.3903
H -1.7962 -4.1646 2.9302
H -2.9424 -4.6237 1.6123
H -1.6309 -3.3222 1.3381
H -1.1504 -6.8609 3.4502
H -0.4019 -8.0495 2.2944
H -2.1715 -7.5171 2.1294
O -2.1947 0.3215 2.2189
P -2.0214 0.7720 3.6641
O -3.5877 0.5315 4.1297
C -4.0013 -0.8027 4.4185
C -3.3948 -1.3184 5.7120
O -2.0333 2.3856 3.3051
C -1.6470 2.8183 2.0041
C -2.8556 2.9632 1.0945
O -1.5959 1.1468 5.2444
C -1.8961 2.3992 5.8794
C -3.3616 2.7807 5.9369
H -3.7463 -1.4605 3.5813
H -5.0888 -0.7858 4.5079
H -2.3112 -1.4356 5.6190
H -3.8191 -2.2888 5.9760
H -3.5745 -0.6202 6.5308
H -0.9030 2.1424 1.5823
H -1.1584 3.7896 2.1111
H -3.5214 2.1018 1.1500
H -2.5453 3.1037 0.0571
H -3.4486 3.8303 1.3973
H -1.3009 3.1924 5.4256
H -1.5332 2.2992 6.9052
H -3.7746 2.9820 4.9491
H -3.4870 3.6883 6.5312
H -3.9583 1.9850 6.3852
O 4.0881 4.4361 1.3812
P 4.1714 5.6328 0.4566
O 3.4312 6.7310 1.4411
C 4.1963 7.2952 2.5061
C 5.2533 8.2597 1.9976
O 2.9135 5.1599 -0.5151
C 2.5173 3.7958 -0.5934
C 1.3848 3.5063 0.3769
O 4.5327 6.8394 -0.6548
C 3.5749 7.4142 -1.5533
C 2.3580 8.0494 -0.9103
H 4.6529 6.4970 3.0989
H 3.4967 7.8292 3.1515
H 6.0222 7.7340 1.4245
H 5.7410 8.7699 2.8299
H 4.8118 9.0065 1.3357
H 3.3672 3.1319 -0.4265
H 2.1744 3.6119 -1.6160
H 1.5755 3.9061 1.3727
H 1.2081 2.4312 0.4563
H 0.4634 3.9823 0.0274
H 3.2840 6.6753 -2.3011
H 4.1157 8.1943 -2.0947
H 1.7197 7.3149 -0.4204
H 1.7529 8.5486 -1.6705
H 2.6487 8.7839 -0.1581
*
```

Entry 2:
Density functional theory data (the ωB97M-V functional and the def2-TZVPD basis) for a molecular structure, C28H61MgN6O12 in a non-equilibrium geometry.

Electronic energy, eV: -68967.2670
Highest occupied orbital energy (spin up / spin down), eV: -12.9 / -12.9

ORCA input file:
```
! RIJCOSX wB97M-V def2-TZVPD def2/J DEFGRID3
* xyz 2 2
Mg -1.6507 1.7504 -2.3397
C -0.2819 0.1097 0.9875
C -0.8299 0.6683 -0.3487
O -1.9946 0.5795 -0.7297
O -0.0583 1.2968 -1.1284
H -0.0385 -0.8871 0.6198
H -1.0206 0.1537 1.7877
H 0.5965 0.6632 1.3195
C 3.7234 5.1664 -0.6467
O 4.3856 4.4625 -1.4366
N 2.3823 5.0309 -0.4566
C 1.6118 5.9099 0.4033
C 1.5519 4.2107 -1.2970
H 4.1688 5.8548 0.0880
H 2.3063 6.5855 0.9026
H 1.2012 5.3269 1.2277
H 0.8500 6.5884 0.0194
H 0.7526 4.7682 -1.7855
H 2.1053 3.7701 -2.1263
H 1.0965 3.3918 -0.7402
C 3.2133 -2.9798 4.1589
O 2.1193 -2.9353 4.6977
N 3.7115 -1.8894 3.5083
C 5.0079 -1.8945 2.7866
C 3.0129 -0.5611 3.5115
H 3.8756 -3.8591 4.1393
H 5.3525 -2.9219 2.6691
H 5.6739 -1.3871 3.4846
H 4.9635 -1.4594 1.7882
H 1.9258 -0.6371 3.5353
H 3.3351 0.1005 4.3155
H 3.1173 -0.0107 2.5765
C 0.7756 -3.1040 -1.5397
O 0.2914 -2.9952 -2.6221
N 1.9320 -2.6112 -1.1471
C 2.2465 -2.5484 0.2253
C 2.7857 -1.8119 -2.1090
H 0.1749 -3.5742 -0.7458
H 3.3260 -2.6943 0.2648
H 1.8128 -3.3498 0.8234
H 1.9544 -1.5647 0.5929
H 2.7988 -0.7736 -1.7774
H 3.8383 -2.0239 -1.9213
H 2.5129 -1.7376 -3.1617
C -1.2231 -0.6824 -4.4215
O -1.2661 0.3193 -3.6852
N -2.1757 -1.6581 -4.4543
C -1.8707 -2.8081 -5.2696
C -3.2128 -1.6913 -3.4327
H -0.4417 -0.8298 -5.1830
H -2.7854 -3.3399 -5.5313
H -1.1954 -3.4948 -4.7591
H -1.5149 -2.5450 -6.2657
H -4.0225 -2.3169 -3.8084
H -2.9171 -2.1354 -2.4822
H -3.5112 -0.6959 -3.1038
C -4.4991 -0.7407 1.4412
O -3.9811 -1.3571 2.4058
N -5.5488 -1.1880 0.7315
C -6.0170 -2.5368 0.9000
C -6.0009 -0.2827 -0.3130
H -4.2035 0.2811 1.1570
H -5.6640 -2.9737 1.8341
H -5.5224 -3.0805 0.0950
H -7.1057 -2.5871 0.9161
H -5.4693 -0.3432 -1.2627
H -7.0639 -0.3391 -0.5476
H -5.7003 0.7308 -0.0476
C -2.6873 4.4872 -1.0372
O -2.1451 3.3927 -1.2788
N -3.9115 4.6604 -0.3739
C -4.4597 5.9218 -0.0198
C -4.7193 3.4908 -0.0619
H -2.1988 5.4208 -1.3566
H -4.7239 5.9786 1.0361
H -5.3628 6.1416 -0.5893
H -3.7944 6.7744 -0.1559
H -4.0535 2.6727 0.2128
H -5.3745 3.6266 0.7986
H -5.2567 3.1433 -0.9442
O 5.0298 -0.0958 -0.3451
C 4.6763 0.9674 0.0827
O 5.4373 2.0285 0.5514
C 6.8262 1.8689 0.7392
C 7.3953 3.1870 1.2097
C 3.2207 1.2785 0.2691
H 7.1988 1.5492 -0.2339
H 6.8735 1.1325 1.5414
H 6.9104 3.5485 2.1165
H 7.3161 3.9636 0.4490
H 8.4359 3.0696 1.5120
H 2.8784 1.5648 -0.7253
H 3.0698 2.1913 0.8455
H 2.6361 0.4712 0.7102
O -3.6149 -5.8407 1.1111
C -2.7276 -5.1745 0.5264
O -1.7882 -4.4050 1.0504
C -1.6639 -4.4421 2.4964
C -0.7039 -3.2865 2.9372
C -2.7965 -5.0917 -1.0286
H -1.1962 -5.3753 2.8106
H -2.6318 -4.4397 2.9976
H -0.6273 -3.1519 4.0161
H -0.9680 -2.3146 2.5204
H 0.2931 -3.6036 2.6313
H -3.5918 -5.6704 -1.4983
H -1.8671 -5.4468 -1.4741
H -3.0358 -4.0738 -1.3360
*
```

Question: Which value of electronic energy does entry 1 give?
Answer: -104696.4379 eV